{"formula": "C29H26F3GeIrN3O9S", "method": "wB97M-V/def2-TZVPD", "symbols": ["O", "F", "C", "H", "H", "O", "C", "S", "C", "C", "N", "H", "C", "H", "C", "H", "H", "H", "C", "H", "C", "F", "C", "N", "C", "C", "Ge", "H", "C", "C", "H", "H", "C", "O", "H", "H", "H", "C", "C", "O", "H", "H", "N", "H", "C", "O", "F", "C", "O", "C", "C", "H", "O", "H", "C", "C", "H", "C", "Ir", "H", "H", "O", "C", "C", "C", "H", "O", "C", "C", "H", "H", "C", "H"], "positions_angstrom": [[0.920, -3.357, -2.520], [0.066, -1.118, -4.017], [-0.558, 4.002, 2.544], [-1.118, -4.070, -0.584], [1.481, 1.983, 5.039], [2.327, -1.404, -2.241], [0.360, 1.685, -2.521], [2.010, -2.565, -3.099], [-1.281, 2.822, 2.653], [-0.275, -1.458, 4.987], [0.521, -4.815, 0.275], [1.224, 0.731, 2.883], [-3.601, 0.355, -2.401], [1.997, 1.348, -1.166], [-0.006, 2.147, -3.780], [-0.775, -3.428, 0.998], [-2.520, 3.529, -1.924], [-4.733, 4.010, -2.924], [1.833, -4.536, 0.204], [4.289, -4.636, 1.151], [0.852, 0.323, 3.813], [0.715, -2.670, -5.388], [-0.123, -0.777, 6.180], [-0.411, -3.802, 0.089], [2.666, 2.190, -3.020], [-0.979, -0.712, -0.519], [-0.988, 1.084, -1.217], [-1.753, -0.902, 0.220], [0.958, 2.640, -4.650], [-4.414, 2.985, -2.783], [3.041, 3.050, -4.948], [-1.761, 2.563, 3.589], [-5.243, 1.938, -3.162], [0.264, 0.658, 8.448], [-5.489, -0.186, -3.276], [4.453, -6.341, 0.638], [-0.776, -2.415, 4.951], [2.292, 2.664, -4.269], [0.034, -1.674, 2.513], [1.161, 2.298, 7.384], [-1.951, 1.050, 1.658], [3.709, 2.193, -2.726], [0.649, 1.195, 7.426], [-0.487, -1.181, 7.113], [-2.764, 1.399, -2.024], [0.843, -1.340, 1.589], [1.897, -0.878, -5.157], [-0.061, 3.484, 0.248], [-0.883, -2.513, 2.449], [-3.175, 2.715, -2.218], [4.003, -5.381, 0.411], [-0.467, 4.662, 3.398], [2.299, -3.433, -0.065], [0.604, 5.259, 1.251], [0.048, 4.335, 1.341], [1.134, -1.755, -4.521], [-3.277, -0.669, -2.249], [-1.389, 1.973, 1.561], [0.751, -1.821, -0.687], [-6.209, 2.147, -3.604], [0.663, 2.999, -5.628], [2.579, -5.603, 0.459], [0.507, 0.459, 6.170], [0.994, 1.019, 4.998], [-0.781, 2.298, 0.350], [0.420, 3.749, -0.686], [3.118, -3.285, -3.624], [1.702, 1.709, -2.147], [-4.837, 0.625, -2.974], [0.235, -5.723, 0.600], [4.300, -5.035, -0.577], [0.210, -0.910, 3.804], [-1.044, 2.117, -4.090]], "forces_ev_per_a": [[-0.0531, 0.0300, 0.3043], [0.0852, -0.0622, -0.1701], [0.0127, 0.0245, 0.0176], [0.0223, -0.0073, -0.0474], [-0.0212, 0.0116, -0.0470], [-0.1126, -0.0503, 0.6355], [-0.1810, -0.4500, 0.4775], [0.0560, -0.2742, -1.7901], [-0.0576, -0.0382, 0.0188], [-0.0051, 0.0790, -0.1015], [-0.0763, -0.2123, 0.0090], [0.0072, 0.0176, 0.0217], [0.0387, 0.0708, -0.0194], [0.0498, 0.0312, 0.0097], [0.0289, -0.0187, -0.0430], [-0.0189, -0.0601, -0.1291], [-0.0658, 0.0459, 0.0067], [-0.0012, -0.0105, -0.0144], [0.1899, -0.2715, 0.0101], [-0.0261, -0.0367, 0.0171], [-0.0196, -0.1321, -0.0440], [0.0138, -0.0752, 0.0164], [0.0079, 0.0982, 0.2025], [0.1777, 0.5106, 0.0612], [0.0533, -0.0287, 0.0932], [0.7538, -0.7309, -0.2290], [-0.3729, 1.1028, -0.2160], [0.0619, -0.0970, 0.0566], [-0.0342, -0.0034, -0.0170], [0.0266, 0.0709, 0.0031], [0.0020, -0.0195, 0.0019], [0.0253, -0.0081, -0.0004], [-0.0269, 0.0022, -0.0050], [-0.0307, 0.0245, -0.1614], [0.0182, -0.0133, 0.0206], [-0.0296, -0.0173, -0.0096], [-0.0129, 0.0047, 0.0191], [0.0042, 0.0171, -0.0656], [-0.3975, 0.3046, 0.1908], [-0.0976, -0.1034, -0.0678], [-0.0011, 0.0109, 0.0255], [-0.0084, 0.0142, -0.0075], [0.2163, 0.1852, 0.4395], [-0.0028, 0.0018, 0.0100], [0.4561, -0.0724, 0.2638], [0.2652, -0.3901, -0.6296], [0.1088, -0.0078, 0.1025], [-0.0080, 0.0479, 0.0307], [0.3517, -0.0680, -0.2260], [-0.0557, -0.0774, -0.0189], [0.0938, 0.1151, 0.0028], [-0.0136, 0.0059, -0.0081], [-0.1608, 0.3117, 0.0566], [0.0111, -0.0105, 0.0123], [0.0201, 0.0255, -0.0024], [-0.0903, 0.0393, 0.2757], [-0.0549, -0.0208, -0.0259], [0.0088, 0.0784, 0.0404], [-0.9232, 0.6558, 1.4133], [0.0034, -0.0027, 0.0012], [0.0242, 0.0107, -0.0002], [-0.0892, 0.1998, -0.0281], [-0.1325, -0.3053, -0.5633], [0.0523, 0.1548, 0.2743], [-0.0677, -0.5129, -0.4287], [0.0040, 0.0030, 0.0105], [0.0822, 0.0540, 0.0706], [0.0112, 0.0278, -0.1440], [-0.0568, -0.0382, -0.0333], [-0.0529, -0.0244, 0.0508], [-0.0468, -0.0519, -0.0245], [0.0694, -0.1074, 0.0319], [-0.0083, 0.0226, 0.0125]], "gap_ha": [0.28897, 0.24846], "e_tot_ev": -131727.8803, "relative_energy_kj_mol": 20.4, "multiplicity": 6, "lumo_ev": [-0.5, -2.5], "e_homo_ev": [-8.382, -9.219], "mol_weight_g_mol": 914.4}

---

{"formula": "C27H26BGaN9O2", "method": "wB97M-V/def2-TZVPD", "symbols": ["H", "C", "C", "C", "H", "H", "C", "C", "H", "O", "H", "H", "C", "H", "C", "H", "H", "H", "N", "H", "H", "C", "C", "C", "N", "H", "C", "C", "C", "H", "O", "C", "H", "C", "Ga", "H", "C", "H", "C", "N", "H", "H", "H", "N", "C", "C", "B", "H", "C", "C", "H", "N", "C", "H", "N", "C", "N", "N", "C", "N", "H", "C", "C", "H", "C", "H"], "positions_angstrom": [[-1.751, -5.767, -0.910], [0.219, 4.045, -4.129], [-2.715, -3.077, 1.593], [0.862, 4.237, 0.263], [0.155, 5.271, -5.948], [-7.109, -4.599, -2.854], [-2.319, -1.441, 3.346], [-1.140, -1.176, 1.197], [-4.268, -1.909, 0.292], [-0.828, 0.028, 1.458], [1.092, 5.133, 0.803], [-3.477, 0.258, -4.310], [-3.702, -3.664, 2.401], [-4.660, -3.690, 4.302], [1.314, 3.373, -5.913], [-1.416, -3.588, 0.114], [-5.389, -1.834, -1.072], [1.470, 4.643, -1.842], [-0.769, 1.300, -2.861], [2.825, 0.916, -4.260], [-0.393, 4.531, -3.398], [1.049, 4.008, -1.088], [0.338, 3.054, 0.761], [3.227, -0.691, -2.752], [1.622, 0.811, -2.546], [4.050, -1.255, -3.140], [-2.738, -5.413, -1.162], [-1.575, 1.300, -3.923], [-4.513, -3.754, -0.825], [-3.168, -6.993, -2.522], [-0.709, -1.651, 0.096], [-2.406, -0.049, -2.402], [-4.237, -4.526, 2.031], [-3.235, -4.270, -0.501], [-0.086, 0.234, -0.367], [2.684, -1.653, -0.810], [-5.019, -2.464, -0.264], [-5.857, -2.645, 0.411], [-3.230, -2.090, 4.157], [-2.393, -3.640, 0.387], [-3.409, -1.735, 5.158], [-7.249, -3.756, -1.314], [-5.415, -6.129, -3.073], [0.643, 2.765, -1.370], [-3.525, -6.087, -2.060], [2.527, -0.916, -1.578], [0.627, 1.977, -2.687], [-1.816, -0.547, 3.679], [-2.645, 0.459, -3.667], [0.489, 4.401, -5.425], [0.055, 2.800, 1.766], [1.515, 2.480, -4.974], [-2.026, -1.930, 2.071], [-6.524, -2.950, -2.696], [0.215, 2.174, -0.236], [-6.614, -3.906, -2.185], [0.858, 2.869, -3.868], [1.549, -0.005, -1.465], [-3.932, -3.193, 3.676], [-1.267, 0.467, -1.928], [-1.363, 1.862, -4.812], [-4.795, -5.599, -2.366], [2.621, 0.411, -3.333], [1.745, 3.271, -6.888], [-5.278, -4.429, -1.780], [-2.966, -0.760, -1.824]], "forces_ev_per_a": [[0.1461, -0.1164, 0.0323], [-0.1554, 0.2546, -0.3076], [-0.1608, 0.5638, 1.0395], [0.0112, -0.0566, -0.0368], [-0.1260, 0.2579, -0.0713], [-0.1028, -0.0585, -0.0907], [0.2292, -0.1482, -0.4939], [-0.0204, -0.0631, 0.0692], [-0.0705, 0.0339, -0.0716], [0.1925, 0.0755, -0.2426], [0.0109, 0.1375, 0.0931], [-0.1235, -0.0584, -0.1314], [0.2094, -0.0523, -0.3599], [-0.0102, -0.0004, 0.0176], [-0.3804, 0.3101, 0.6068], [-0.0361, -0.0710, 0.0742], [-0.0696, 0.0456, 0.0012], [0.0001, 0.0965, -0.1754], [-0.1623, 0.1791, -0.0963], [-0.0462, 0.1037, 0.0277], [-0.1819, 0.1431, 0.2061], [0.0665, -0.0087, 0.2477], [0.1112, 0.1228, -0.1192], [-0.1214, -0.0583, 0.2266], [0.3562, 0.0897, -0.2946], [0.1865, -0.0585, -0.0258], [0.0979, -0.1845, -0.3061], [-0.2550, -0.1031, -0.0811], [-0.3518, 0.0023, 0.0202], [0.0758, -0.0926, -0.0553], [0.1512, 0.1314, -0.0507], [0.1360, 0.0480, -0.1015], [0.0133, -0.1315, -0.0256], [0.1214, 0.0513, 0.0859], [0.2467, 0.4067, -0.6682], [-0.0686, -0.0861, 0.0132], [-0.0402, 0.0730, -0.0251], [-0.0723, 0.0583, 0.0493], [-0.2059, -0.1940, 0.0113], [0.0002, -0.5660, -0.9125], [-0.0343, 0.0754, 0.1185], [-0.1269, 0.0519, 0.0389], [-0.0442, -0.0273, -0.0897], [0.0212, 0.3272, -0.0250], [0.3130, 0.0674, 0.2093], [0.0000, 0.1043, -0.1776], [0.0101, 0.0361, -0.6356], [0.0511, 0.0688, 0.0689], [-0.0020, -0.0544, 0.1425], [-0.0993, 0.0159, 0.2627], [-0.0380, -0.0968, 0.0777], [0.7250, -1.3279, -0.3805], [-0.4626, -0.3826, 0.4294], [-0.0256, 0.1388, -0.0738], [-0.1766, -0.2606, 0.4149], [-0.1425, 0.0214, 0.0697], [-0.0578, 0.6295, -0.0585], [-0.3173, -0.2403, 0.6537], [0.0552, 0.2461, 0.0625], [-0.0799, -0.3139, 0.4755], [0.1701, 0.2123, -0.0373], [0.0959, 0.1420, 0.2413], [0.3030, -0.3359, -0.0028], [0.1828, -0.1208, -0.1648], [0.1683, 0.0041, 0.1872], [-0.0896, -0.0572, 0.1141]], "gap_ha": [0.29318, 0.18115], "e_tot_ev": -98970.2299, "total_charge": 2, "relative_energy_kj_mol": 0.0, "multiplicity": 2, "lumo_ev": [-5.8, -8.9], "e_homo_ev": [-13.796, -13.796], "mol_weight_g_mol": 589.1}

---

{"formula": "C13H23BBr2IN2O6", "method": "wB97M-V/def2-TZVPD", "symbols": ["H", "C", "H", "C", "H", "H", "H", "C", "H", "H", "H", "C", "Br", "C", "C", "O", "I", "B", "H", "H", "C", "N", "H", "O", "H", "H", "O", "Br", "C", "H", "C", "C", "H", "H", "H", "N", "C", "H", "O", "H", "H", "C", "H", "O", "C", "H", "H", "O"], "positions_angstrom": [[2.097, -3.219, -5.517], [-4.890, -0.503, 2.234], [2.487, 1.088, -0.599], [-1.938, 2.436, 1.110], [-2.532, 3.040, 1.768], [-5.360, -0.305, 3.186], [2.065, -1.213, 1.421], [2.480, -1.357, -3.306], [3.108, 3.081, 1.628], [-5.456, -1.281, 1.747], [-1.297, -0.765, 0.485], [-1.223, 0.309, 0.495], [-5.018, 2.363, 2.424], [-3.775, 0.819, 0.330], [2.962, -3.324, -4.863], [-0.435, 0.064, 2.804], [-0.716, 0.793, -1.524], [1.402, 0.636, 1.194], [0.182, 2.941, 1.595], [4.128, 2.598, 0.271], [-0.579, 2.207, 1.809], [-0.591, -1.332, 2.672], [-1.779, 2.927, 0.163], [4.257, -2.227, -0.549], [1.744, -3.373, -3.094], [-5.806, 0.726, 0.758], [3.707, -3.116, -2.550], [-3.838, -0.825, -0.704], [3.401, 2.256, 0.992], [3.262, -4.370, -4.846], [3.664, -2.182, -1.573], [2.189, 1.639, 0.288], [1.469, -1.003, -3.499], [-3.973, 1.615, -0.368], [3.186, -0.793, -3.918], [-2.429, 1.034, 0.978], [-4.907, 0.747, 1.354], [1.524, 2.432, -0.041], [2.821, -1.167, -1.922], [3.896, 1.513, 1.608], [-3.872, -0.843, 2.392], [-0.189, 0.709, 1.537], [3.791, -2.752, -5.281], [-0.631, -1.865, 3.706], [2.629, -2.851, -3.471], [-2.579, 0.747, 1.957], [-0.748, 2.284, 2.877], [2.109, -0.338, 1.843]], "forces_ev_per_a": [[-0.0321, 0.0084, 0.0203], [0.0923, 0.5157, -0.0920], [0.1847, -0.2330, -0.1829], [1.6715, 0.7260, 0.6692], [-0.7250, -0.0092, -0.1110], [-0.0126, 0.0464, 0.2365], [0.2547, 0.1468, 0.4720], [-0.1573, 0.1253, 0.0478], [-0.0255, 0.2401, 0.1383], [0.0296, -0.3558, -0.1435], [-0.7471, -0.1533, 0.0539], [1.1223, -0.7702, 0.0206], [0.0021, 0.1064, 0.0294], [-0.2991, -0.0889, -0.1244], [0.2901, -0.0220, 0.0461], [-0.6975, -0.0993, 0.1992], [-0.0204, 0.1262, 0.1427], [0.4967, -0.4807, -0.1390], [0.0822, 0.0979, -0.4985], [0.1637, 0.2845, -0.1707], [-0.4375, -0.6273, 0.5447], [0.2975, -0.6949, 0.1238], [-0.4628, -0.2354, -0.4859], [-0.0398, 0.0339, 0.1494], [-0.0017, 0.0270, 0.0464], [-0.3147, 0.2472, -0.1082], [-0.0900, 0.1389, 0.1491], [-0.0724, 0.0894, 0.0461], [0.1010, -0.5213, 0.0119], [-0.0968, -0.0337, 0.0134], [0.0274, -0.1468, -0.1031], [-0.8045, 0.4682, 0.4745], [-0.0080, 0.0361, 0.1505], [0.2818, 0.2706, -0.1844], [0.0262, -0.0747, -0.0538], [-0.9821, 0.0573, 0.0301], [-0.0361, -0.5227, -0.0455], [-0.0056, 0.2285, -0.3712], [-0.0938, -0.0390, -0.1711], [0.1185, -0.0837, 0.1256], [0.1442, -0.2686, 0.2475], [0.7217, 1.7347, -0.3746], [-0.0109, 0.0347, 0.0177], [-0.0437, 0.5103, -0.3681], [0.0601, -0.0722, -0.2881], [0.2465, -0.2565, -0.0231], [0.0500, -0.0191, 0.3164], [-0.2475, -0.4927, -0.4840]], "gap_ha": 0.35722, "e_tot_ev": -177973.0028, "total_charge": 1, "multiplicity": 1, "lumo_ev": -3.3, "e_homo_ev": -13.022, "mol_weight_g_mol": 600.9}